Entry 1:
{
  "formula": "C24H26BrF16N2O10P3",
  "method": "ωB97M-V/def2-TZVPD",
  "elements": ["N", "P", "C", "C", "C", "O", "C", "O", "C", "C", "O", "C", "O", "C", "C", "P", "O", "Br", "C", "C", "N", "C", "P", "O", "O", "C", "C", "O", "H", "H", "H", "H", "H", "H", "H", "H", "H", "H", "H", "H", "H", "H", "H", "H", "H", "H", "F", "C", "F", "C", "F", "F", "C", "O", "C", "F", "F", "C", "F", "F", "H", "H", "H", "H", "F", "C", "F", "C", "F", "F", "C", "O", "C", "F", "F", "C", "F", "F", "H", "H", "H", "H"],
  "positions_angstrom": [[-3.749, 2.100, -0.205], [-3.175, 2.502, 1.258], [-1.678, 1.483, 1.789], [-1.751, 0.120, 2.173], [-3.148, -0.707, 2.186], [-3.020, -1.971, 1.513], [-2.889, -1.819, 0.086], [-2.411, -3.104, -0.409], [-1.022, -3.291, 0.020], [-0.230, -4.306, -0.969], [0.832, -3.600, -1.660], [-0.466, -0.739, 2.641], [-0.672, -1.723, 3.389], [0.966, -0.242, 2.154], [2.173, -1.219, 2.117], [2.107, -3.049, 2.607], [1.951, -4.042, 1.222], [4.209, -3.547, 3.407], [3.537, -0.633, 1.675], [3.687, 0.886, 1.294], [5.080, 1.304, 0.931], [2.481, 1.885, 1.298], [2.703, 3.693, 0.791], [1.407, 4.199, -0.243], [4.097, 3.845, -0.235], [1.101, 1.272, 1.752], [-0.221, 2.164, 1.860], [-0.201, 3.410, 2.041], [-3.154, 1.317, -0.549], [-2.781, 3.888, 1.221], [-4.207, 2.279, 2.251], [-4.037, -0.074, 1.856], [-3.323, -0.956, 3.300], [-3.869, -1.600, -0.462], [-2.123, -1.038, -0.245], [-0.423, -2.302, -0.033], [-0.961, -3.625, 1.121], [-0.919, -4.764, -1.766], [0.131, -5.172, -0.321], [1.704, -3.780, -1.250], [1.541, -4.908, 1.444], [4.467, -1.310, 1.637], [5.650, 1.190, 1.796], [5.446, 0.550, 0.314], [1.634, 5.148, -0.419], [3.815, 3.381, -1.066], [-2.566, 6.352, 2.832], [-1.268, 6.403, 3.189], [-1.160, 5.673, 4.329], [-0.774, 7.831, 3.424], [-1.424, 8.407, 4.465], [0.538, 7.758, 3.797], [-0.841, 8.778, 2.207], [-1.968, 9.663, 2.132], [-3.153, 9.158, 1.553], [-2.903, 7.970, 0.971], [-3.465, 10.006, 0.545], [-4.318, 9.104, 2.547], [-4.030, 8.327, 3.612], [-5.423, 8.576, 1.965], [-0.675, 5.901, 2.418], [0.014, 9.452, 2.305], [-0.673, 8.254, 1.263], [-4.563, 10.103, 2.915], [3.244, -8.205, -4.846], [3.511, -7.048, -4.213], [4.182, -7.383, -3.080], [2.250, -6.256, -3.866], [1.471, -6.937, -2.989], [2.641, -5.122, -3.215], [1.385, -5.809, -5.063], [0.243, -6.616, -5.380], [0.452, -7.742, -6.208], [1.694, -7.698, -6.726], [-0.393, -7.594, -7.254], [0.147, -9.063, -5.494], [0.915, -9.226, -4.395], [0.399, -10.118, -6.307], [4.189, -6.459, -4.838], [0.953, -4.845, -4.776], [1.985, -5.587, -5.949], [-0.900, -9.106, -5.184]],
  "forces_ev_per_angstrom": [[1.56, -0.59, 1.52], [-0.40, -0.89, -2.31], [2.02, -2.50, 1.36], [-0.51, 1.45, -1.05], [0.97, 0.28, 1.82], [-0.16, 1.92, -0.86], [0.30, -1.32, -1.28], [0.96, 1.77, 1.06], [0.89, -0.13, -0.18], [-0.76, -0.01, 0.60], [-0.23, -0.75, 0.70], [-0.80, -0.87, 1.04], [1.09, 3.31, -2.68], [1.72, 1.02, -0.56], [1.92, 3.72, -2.14], [-1.43, -1.13, 0.65], [0.53, 1.20, 0.61], [-0.36, 0.48, -0.74], [-3.26, 2.41, 0.30], [-1.96, -1.67, 0.88], [-1.19, -1.36, 0.71], [-0.64, -4.80, -0.25], [1.00, 2.02, 0.29], [1.88, -0.61, 0.49], [-3.21, -1.47, -0.02], [1.63, -2.00, 0.08], [-0.75, 2.13, 0.46], [0.56, -4.08, -0.72], [-0.72, 0.70, 0.02], [-0.18, -0.81, 0.88], [0.99, 0.58, -0.05], [1.29, -0.78, -0.01], [0.24, 0.22, -1.80], [1.10, -0.41, 1.06], [-0.85, -0.67, 0.87], [-1.03, -1.30, -0.08], [-0.35, 0.30, -1.65], [0.84, 0.93, 1.26], [-0.14, 1.07, -1.04], [-0.98, 0.02, -0.08], [0.38, 0.98, 0.23], [-1.67, 1.25, 0.05], [-0.58, 0.36, -0.73], [-0.36, 0.79, 0.42], [-0.34, -1.10, 0.24], [0.83, 0.49, 0.60], [-0.02, 0.13, 0.01], [0.28, -0.94, 0.19], [0.19, 0.29, 0.04], [-0.35, 0.85, 0.27], [-0.06, -0.26, -0.13], [-0.10, -0.33, -0.34], [0.43, 0.65, -0.35], [-0.92, -1.18, 0.09], [1.76, 0.36, -0.52], [-0.52, 0.05, 0.05], [-0.36, -0.02, 0.38], [-0.59, 0.06, 0.55], [0.19, 0.13, -0.19], [0.28, 0.10, -0.30], [0.08, 0.13, -0.01], [-0.19, -0.05, 0.22], [-0.23, -0.17, 0.20], [0.15, 0.07, -0.18], [-0.13, 0.10, 0.04], [0.83, -0.21, 0.26], [-0.19, 0.27, 0.11], [-0.98, -0.07, 0.12], [0.26, -0.12, -0.12], [0.47, -0.18, -0.39], [-0.52, 0.69, -0.25], [0.90, -1.22, -0.11], [0.12, 1.88, -0.11], [-0.19, -0.49, -0.07], [-0.09, -0.43, 0.29], [-0.24, -0.65, 0.40], [-0.06, 0.26, -0.14], [-0.01, 0.35, -0.23], [-0.14, 0.13, -0.01], [0.00, -0.24, 0.21], [0.09, -0.31, 0.15], [-0.02, 0.20, -0.14]],
  "lowdin_charge": [-0.33, 0.75, -0.19, -0.07, -0.15, -0.12, -0.21, -0.13, -0.16, -0.20, -0.12, -0.24, 0.05, -0.03, -0.31, 0.62, -0.40, 0.22, -0.02, -0.20, 0.01, -0.18, 0.91, -0.33, -0.33, -0.01, -0.27, -0.01, -0.05, 0.01, 0.01, 0.11, 0.15, 0.16, 0.13, 0.13, 0.12, 0.14, 0.11, 0.07, 0.06, 0.07, 0.09, 0.08, 0.06, 0.06, 0.08, -0.31, 0.09, -0.43, 0.13, 0.11, -0.04, 0.03, -0.51, 0.13, 0.14, -0.28, 0.10, 0.10, 0.15, 0.15, 0.14, 0.18, 0.09, -0.30, 0.09, -0.43, 0.12, 0.10, -0.04, 0.03, -0.51, 0.14, 0.14, -0.28, 0.10, 0.10, 0.17, 0.15, 0.14, 0.18],
  "lumo_energy_ev": -2.107,
  "orbital_gap_ev": 6.75,
  "energy_ev": -190145.3460,
  "e_homo_ev": -8.8613,
  "charge": 0,
  "smiles": "N=[PH2]C1=C(COCOCCO)C(=O)c2c(P(O)Br)cc(N)c(P(O)O)c2C1=O.FC(F)C(F)(F)COC(F)(F)C(F)F.FC(F)C(F)(F)COC(F)(F)C(F)F",
  "molar_mass_da": 979.27
}


Entry 2:
{
  "formula": "C2H4O2S2",
  "method": "ωB97M-V/def2-TZVPD",
  "elements": ["C", "C", "O", "O", "S", "S", "H", "H", "H", "H"],
  "positions_angstrom": [[1.841, -0.063, -0.412], [0.704, 0.179, 0.566], [-2.730, -1.066, 0.719], [2.508, -1.040, -0.467], [-0.794, 0.997, -0.054], [-2.099, -0.647, -0.497], [-2.776, 0.603, -1.194], [1.982, 0.860, -0.874], [0.208, -0.733, 0.941], [1.157, 0.911, 1.270]],
  "forces_ev_per_angstrom": [[-1.82, -0.29, 1.92], [-0.89, -0.73, 0.05], [-1.01, -0.52, 1.20], [0.58, -0.85, -0.43], [0.09, 0.36, -0.72], [0.59, 3.04, -2.19], [0.57, -2.14, 1.13], [1.15, 1.75, -1.97], [1.28, 0.21, 0.79], [-0.53, -0.82, 0.24]],
  "nbo_charge": [0.44, -0.66, -0.92, -0.48, -0.01, 1.00, 0.03, 0.10, 0.24, 0.25],
  "lumo_energy_ev": 0.069,
  "de_lowest_kj_mol": 249.9,
  "orbital_gap_ev": 9.84,
  "energy_ev": -27901.7464,
  "e_homo_ev": -9.7712,
  "charge": 0,
  "molar_mass_da": 124.19
}